100
Properties=species:S:1:pos:R:3:forces:R:3:mulliken_charge:R:1 method="wB97M-V/def2-TZVPD" lumo_energy_ha=-0.08463 total_charge=+1 e_above_lowest_kcal_mol=0.0
C 1.8736 1.3162 2.7547 -0.1 -0.1 -0.3 -0.71
O 0.5390 1.6927 2.5113 0.1 -0.2 0.3 -0.26
C -0.1911 0.6820 1.8600 -0.4 -0.2 -0.5 -0.94
C 0.0243 0.6279 0.3354 -0.2 0.4 0.1 0.14
C 0.3292 1.9800 -0.3127 0.6 -0.2 -1.1 -0.12
C 1.0392 1.7850 -1.6795 -0.4 0.0 0.4 -0.94
C 0.4393 0.6757 -2.5745 0.8 0.4 -0.6 -1.04
C 1.3836 -0.5390 -2.7731 -1.0 0.1 0.9 -0.06
C 0.7102 -1.9149 -2.5070 1.4 0.9 -0.9 -0.98
C 1.4570 -3.0204 -3.3032 -0.9 -0.5 0.7 -0.50
C 1.9798 -4.2057 -2.4543 -0.2 0.0 -0.6 -0.64
C 3.5050 -4.3601 -2.3532 -0.2 0.1 0.3 -0.74
C 4.2347 -3.1670 -1.8363 0.3 0.4 0.3 0.67
C 4.9660 -2.9995 -0.6984 -0.3 -0.6 0.1 -0.89
N 5.4170 -1.7020 -0.6538 0.0 0.6 -0.3 0.06
C 4.9968 -1.0559 -1.7383 -0.4 -0.3 -0.2 -0.41
N 4.3040 -1.9312 -2.4559 0.0 0.4 -0.3 0.16
H 2.3782 2.1605 3.2155 0.0 0.0 0.0 0.25
H 2.3753 1.0477 1.8137 0.1 0.1 0.0 0.19
H 1.9258 0.4383 3.4092 0.0 0.1 0.1 0.32
H -1.2450 0.8826 2.0505 0.0 0.1 0.1 0.20
H 0.0181 -0.3117 2.2769 0.1 0.1 0.2 0.39
H -0.9087 0.2679 -0.1031 0.0 -0.2 0.1 0.39
H 0.7913 -0.1023 0.0573 0.1 0.1 0.1 -0.05
H 1.0121 2.5747 0.2914 -0.3 0.1 0.2 0.25
H -0.5716 2.5608 -0.5049 0.0 -0.1 0.4 -0.04
H 2.0942 1.5976 -1.4496 0.0 -0.2 -0.3 0.26
H 1.0233 2.7202 -2.2405 0.0 0.1 0.2 0.44
H -0.5547 0.3685 -2.2549 0.0 -0.1 0.2 0.53
H 0.3053 1.1263 -3.5601 -0.2 -0.1 0.0 0.48
H 2.1697 -0.4296 -2.0235 0.3 0.0 -0.3 -0.38
H 1.7977 -0.4841 -3.7820 0.1 -0.2 0.0 0.69
H 0.7794 -2.0804 -1.4328 -0.4 -0.2 0.0 0.29
H -0.3194 -1.8269 -2.8415 -0.1 -0.3 0.3 0.66
H 2.2401 -2.5999 -3.9345 0.0 0.0 -0.1 0.50
H 0.7140 -3.4277 -3.9906 0.2 0.0 -0.2 0.08
H 1.6296 -5.1195 -2.9373 0.1 -0.1 0.1 0.00
H 1.5117 -4.1981 -1.4700 0.2 0.1 0.1 0.57
H 3.9177 -4.6554 -3.3193 0.0 0.0 0.0 0.26
H 3.7017 -5.1619 -1.6410 0.2 -0.1 -0.2 0.32
H 5.1843 -3.7333 0.0562 0.1 0.1 0.1 0.44
H 5.9667 -1.2545 0.0632 0.0 -0.2 0.1 0.20
H 5.1581 -0.0118 -2.0223 -0.2 -0.8 0.2 0.39
H 3.8858 -1.6446 -3.3283 -0.2 -0.3 0.0 0.33
Br 6.0531 4.2916 -3.2189 0.0 0.0 0.1 -0.11
C 7.5662 3.9409 -2.0514 -0.2 0.1 -0.2 -0.59
C 8.1254 2.5633 -2.2788 0.2 0.1 0.2 -0.62
Br 6.9835 1.1936 -1.4769 0.6 0.5 0.0 -0.07
H 7.2226 4.0944 -1.0338 0.1 0.0 0.0 0.39
H 8.3111 4.6929 -2.3008 0.1 -0.1 0.0 0.35
H 9.0927 2.4514 -1.7944 0.0 0.0 0.1 0.35
H 8.2155 2.3094 -3.3294 -0.1 0.0 0.0 0.40
Br -3.0448 2.8578 0.6662 -0.1 0.0 0.0 -0.12
C -3.3983 2.8493 2.5841 -0.1 -0.1 -0.1 -0.27
C -4.0671 4.1137 3.0382 0.2 0.1 0.3 -0.50
Br -2.8064 5.5946 3.1540 0.0 0.0 0.0 -0.19
H -2.4445 2.6769 3.0757 0.0 0.1 0.0 0.37
H -4.0526 1.9977 2.7502 0.0 0.0 0.0 0.06
H -4.4574 3.9930 4.0467 0.0 0.0 0.0 0.23
H -4.8640 4.4322 2.3799 0.0 0.0 -0.1 0.40
Br 1.1737 -5.6934 -5.8476 0.1 0.0 0.0 -0.06
C 1.2499 -7.6205 -6.1094 -0.2 0.1 -0.1 -0.57
C 0.9597 -8.3529 -4.8279 0.2 -0.1 0.1 -0.63
Br 2.4812 -8.2985 -3.6140 0.0 0.1 0.0 -0.14
H 2.2318 -7.8432 -6.5132 0.0 0.0 0.0 0.38
H 0.4922 -7.8420 -6.8576 0.0 0.0 0.0 0.37
H 0.7820 -9.4076 -5.0245 0.0 0.0 0.0 0.37
H 0.1144 -7.9373 -4.2896 0.0 0.0 0.0 0.38
Br -7.2960 3.0021 2.5082 0.0 -0.1 -0.1 -0.10
C -7.1755 1.0872 2.1890 -0.2 0.2 0.0 -0.62
C -7.2898 0.3253 3.4817 0.2 -0.2 0.0 -0.59
Br -5.6307 0.4460 4.4915 0.0 0.0 0.2 -0.08
H -6.2343 0.9082 1.6776 0.0 0.0 0.0 0.36
H -7.9999 0.8483 1.5210 0.0 0.0 0.0 0.37
H -7.4465 -0.7349 3.2957 0.0 0.0 0.0 0.36
H -8.0810 0.7002 4.1225 0.0 0.0 0.0 0.38
Br -2.7638 -4.1551 -7.1954 0.0 0.1 0.0 -0.14
C -1.7576 -2.6399 -7.8857 0.0 -0.3 0.0 -0.59
C -0.5758 -2.3281 -7.0098 0.1 0.3 0.0 -0.10
Br -1.1003 -1.4189 -5.3695 -0.1 0.0 -0.2 -0.07
H -2.4514 -1.8103 -7.9721 0.0 0.0 0.0 0.37
H -1.4256 -2.9395 -8.8772 0.0 0.0 0.0 0.38
H 0.1057 -1.6446 -7.5121 0.0 0.0 0.0 0.41
H -0.0316 -3.2113 -6.6974 0.0 -0.1 -0.1 -0.26
Br -2.1396 0.8591 6.0856 0.1 0.1 -0.1 -0.09
C -2.2890 0.2875 7.9391 0.0 -0.1 -0.2 -0.61
C -3.7270 0.2484 8.3837 -0.1 0.2 0.2 -0.54
Br -4.4216 2.0334 8.7170 0.0 0.0 -0.1 -0.10
H -1.6841 0.9695 8.5273 0.0 0.0 0.0 0.37
H -1.8506 -0.7075 7.9725 0.0 0.0 0.0 0.35
H -3.8174 -0.2811 9.3296 0.0 0.0 0.0 0.35
H -4.3801 -0.2099 7.6475 0.0 0.0 0.0 0.28
Br -5.6971 5.5144 6.2778 -0.1 0.0 0.0 -0.12
C -4.6536 7.1499 6.4180 0.1 -0.1 -0.2 -0.38
C -3.8201 7.1692 7.6705 0.0 0.2 0.1 -0.61
Br -4.8929 7.5572 9.2463 0.0 -0.1 0.0 -0.14
H -5.3556 7.9755 6.3654 0.0 0.0 0.1 0.38
H -4.0154 7.1579 5.5364 0.0 0.0 0.0 0.15
H -3.0812 7.9659 7.6211 0.0 0.0 0.0 0.36
H -3.3217 6.2231 7.8552 0.0 0.0 -0.1 0.36